(1)
This record from OMol25 describes 2 unconnected molecules or ions with the total composition C11H14N2O at a distorted geometry. The level of theory is the ωB97M-V functional and the def2-TZVPD basis.

maximum force = 4.82 eV/Å
highest occupied orbital energy = -8.620 eV
structure (SMILES) = Cc1ccc(O)cc1.Cc1c[nH]cn1
ΔE to the lowest compared entry with this formula, charge and spin = 4.321 eV
total energy = -16658.592 eV
M = 190.2 g/mol
Kohn-Sham gap = 9.290 eV

Geometry as ORCA input:
```
! wB97M-V def2-TZVPD RIJCOSX def2/J DEFGRID3
* xyz 0 1
C 0.59 2.37 1.02
C -0.02 2.23 -0.42
C -0.60 3.39 -1.00
C -1.33 3.31 -2.19
C -0.96 2.17 -3.03
O -1.15 1.95 -4.43
C -0.29 1.13 -2.44
C 0.04 0.99 -1.10
H -0.12 2.20 1.93
H 1.12 3.37 0.83
H 1.26 1.62 1.30
H -0.62 4.29 -0.31
H -2.00 4.10 -2.39
H -1.73 1.17 -4.54
H 0.10 0.45 -3.21
H 0.30 0.07 -0.69
C 1.66 -1.86 3.82
C 1.09 -2.65 2.69
C 1.47 -3.26 1.59
N 0.42 -3.59 0.78
C -0.82 -3.30 1.60
N -0.43 -2.71 2.71
H 1.71 -2.56 4.74
H 0.82 -1.13 4.02
H 2.50 -1.32 3.64
H 2.53 -3.32 1.27
H 0.29 -3.99 -0.13
H -1.91 -3.64 1.32
*
```

---

(2)
This record from OMol25 describes a molecular structure, C40H64AsBrFN5O15PRbSeSi. The level of theory is the ωB97M-V functional and the def2-TZVPD basis.

maximum force = 0.74 eV/Å
highest occupied orbital energy = -2.227 eV
ΔE to the lowest compared entry with this formula, charge and spin = 0.166 eV
total energy = -297455.059 eV
M = 1252.3 g/mol
Kohn-Sham gap = 4.655 eV

Geometry as ORCA input:
```
! wB97M-V def2-TZVPD RIJCOSX def2/J DEFGRID3
* xyz -2 1
Rb -0.07 0.18 0.06
O 2.73 0.05 0.47
H 2.93 1.00 0.50
H 3.01 -0.24 -0.42
O 1.09 -1.11 3.58
H 0.40 -1.41 2.96
H 1.27 -0.20 3.31
O -1.35 2.93 -0.33
H -1.06 2.94 0.60
H -1.88 2.11 -0.45
O -1.17 -2.20 -3.04
H -0.40 -1.59 -2.98
H -1.88 -1.73 -2.58
O -0.47 -2.49 0.28
O -0.62 -2.20 1.65
C 1.30 5.22 5.27
Si -0.05 4.87 4.00
C -0.28 6.48 3.05
C -1.64 4.61 4.99
Se 0.47 3.18 2.69
H 1.04 6.06 5.93
H 2.23 5.46 4.75
H 1.47 4.33 5.88
H -0.49 7.33 3.72
H -1.11 6.39 2.34
H 0.63 6.70 2.48
H -1.96 5.52 5.50
H -1.49 3.83 5.74
H -2.44 4.28 4.32
C -1.66 0.82 5.00
C -2.65 -0.06 4.23
As -2.58 0.26 2.29
C -3.59 1.95 2.24
C -4.61 2.25 3.34
C -3.93 -1.07 1.74
C -5.11 -1.37 2.66
H -1.85 0.76 6.08
H -1.72 1.86 4.70
H -0.63 0.51 4.82
H -3.66 0.09 4.60
H -2.41 -1.12 4.37
H -4.06 1.98 1.25
H -2.82 2.73 2.25
H -5.41 1.51 3.38
H -5.08 3.23 3.17
H -4.14 2.28 4.32
H -3.35 -1.98 1.59
H -4.28 -0.75 0.76
H -4.80 -1.70 3.65
H -5.73 -2.17 2.24
H -5.76 -0.50 2.79
N 3.73 -6.73 -1.99
C 4.70 -7.70 -1.86
C 5.31 -8.56 -2.77
C 6.27 -9.41 -2.27
C 6.62 -9.41 -0.91
C 6.02 -8.55 -0.02
C 5.04 -7.68 -0.51
N 4.29 -6.72 0.16
C 3.53 -6.19 -0.75
C 2.52 -5.14 -0.50
C 2.43 -4.57 0.75
C 1.43 -3.64 1.02
N 0.58 -3.33 0.05
C 0.65 -3.81 -1.20
C 1.63 -4.73 -1.49
H 3.25 -6.48 -2.84
H 5.05 -8.56 -3.82
H 6.78 -10.10 -2.95
H 7.39 -10.09 -0.56
H 6.28 -8.53 1.03
H 3.13 -4.84 1.52
H 1.27 -3.11 1.95
H -0.10 -3.42 -1.89
H 1.67 -5.10 -2.50
C 0.52 5.71 -0.53
C 0.41 4.95 -1.83
O 1.60 4.17 -2.07
P 1.81 2.71 -1.36
O 3.09 2.25 -2.28
C 2.82 1.91 -3.64
C 3.22 3.04 -4.57
O 2.67 3.04 -0.03
C 3.81 3.92 -0.02
C 3.83 4.64 1.30
H -0.38 6.32 -0.39
H 1.39 6.36 -0.53
H 0.59 5.02 0.32
H 0.34 5.62 -2.69
H -0.46 4.29 -1.82
H 1.76 1.65 -3.77
H 3.41 1.01 -3.85
H 2.61 3.92 -4.37
H 3.08 2.73 -5.61
H 4.27 3.30 -4.42
H 3.74 4.62 -0.86
H 4.71 3.31 -0.16
H 2.94 5.27 1.42
H 4.73 5.26 1.37
H 3.82 3.93 2.13
Br -5.04 0.84 -6.80
C -3.70 0.88 -5.44
C -2.39 1.16 -5.80
C -1.43 1.20 -4.80
C -1.78 0.97 -3.48
C -3.09 0.67 -3.13
C -4.06 0.63 -4.13
C -3.48 0.33 -1.69
O -4.63 -0.07 -1.49
O -2.55 0.48 -0.83
H -2.13 1.33 -6.83
H -0.39 1.40 -5.07
H -1.02 1.00 -2.70
H -5.08 0.39 -3.84
F 6.93 -0.94 -4.82
C 5.65 -0.89 -5.21
C 4.69 -1.51 -4.51
N 3.37 -1.51 -4.90
C 2.36 -2.08 -4.00
C 2.23 -1.28 -2.71
O 3.27 -1.20 -2.02
O 1.10 -0.81 -2.44
C 2.95 -0.82 -6.02
O 1.81 -0.77 -6.42
N 3.98 -0.18 -6.71
C 5.34 -0.15 -6.41
O 6.13 0.44 -7.12
H 4.91 -2.01 -3.58
H 2.71 -3.08 -3.73
H 1.42 -2.13 -4.53
H 3.69 0.33 -7.53
*
```

---

(3)
This record from OMol25 describes 2 unconnected molecules or ions with the total composition H2N2O2S at a distorted geometry. The level of theory is the ωB97M-V functional and the def2-TZVPD basis.

maximum force = 3.49 eV/Å
highest occupied orbital energy (alpha / beta) = -10.249 / -11.003 eV
ΔE to the lowest compared entry with this formula, charge and spin = 3.944 eV
total energy = -17936.629 eV
M = 94.1 g/mol
Kohn-Sham gap (alpha / beta) = 8.272 / 10.309 eV

Geometry as ORCA input:
```
! wB97M-V def2-TZVPD RIJCOSX def2/J DEFGRID3
* xyz 0 1
N -1.01 0.14 1.08
N 1.37 0.13 0.51
O -2.91 -0.22 -0.38
O 1.15 -0.15 -0.82
S -1.47 -0.06 -0.34
H 1.26 1.11 0.78
H 1.61 -0.94 -0.83
*
```

---

(4)
This record from OMol25 describes 11 unconnected molecules or ions with the total composition C75H164N8O11 at a distorted geometry. The level of theory is the ωB97M-V functional and the def2-TZVPD basis.

maximum force = 4.40 eV/Å
highest occupied orbital energy = -7.767 eV
structure (SMILES) = CC1(C)CCCC(C)(C)N1O.CC1(C)CCCC(C)(C)N1O.CC1(C)CCCC(C)(C)N1O.CC1(C)CCCC(C)(C)N1O.CC1(C)CCCC(C)(C)N1O.CC1(C)CCCC(C)(C)N1O.CC1(C)CCCC(C)(C)N1O.CC1(C)CCCC(C)(C)N1O.CO.CO.CO
ΔE to the lowest compared entry with this formula, charge and spin = 0.000 eV
total energy = -114862.245 eV
M = 1354.2 g/mol
Kohn-Sham gap = 8.008 eV

Geometry as ORCA input:
```
! wB97M-V def2-TZVPD RIJCOSX def2/J DEFGRID3
* xyz 0 1
C -33.69 12.74 16.51
C -32.91 12.87 15.14
C -33.92 13.39 14.08
C -31.85 13.94 15.20
C -30.55 13.53 15.84
C -30.01 12.24 15.16
C -31.02 11.05 15.12
C -30.41 10.02 14.15
C -31.15 10.32 16.50
N -32.36 11.57 14.69
O -33.26 10.58 14.45
H -33.03 12.55 17.36
H -34.13 13.72 16.72
H -34.59 12.14 16.49
H -34.78 12.73 14.03
H -34.14 14.44 14.27
H -33.39 13.47 13.13
H -31.60 14.46 14.28
H -32.25 14.74 15.82
H -29.81 14.33 15.88
H -30.70 13.33 16.90
H -29.09 12.05 15.72
H -29.70 12.48 14.14
H -30.32 10.52 13.18
H -31.11 9.18 14.08
H -29.43 9.60 14.40
H -31.19 11.11 17.25
H -30.16 9.91 16.69
H -31.98 9.64 16.68
H -33.39 10.72 13.51
C -19.75 13.35 14.56
C -18.58 12.35 14.94
C -18.35 12.28 16.47
C -18.96 10.92 14.63
C -18.95 10.74 13.07
C -17.48 10.97 12.62
C -16.94 12.42 12.92
C -15.46 12.42 12.75
C -17.56 13.30 11.85
N -17.30 12.75 14.32
O -16.77 14.01 14.73
H -19.88 13.44 13.49
H -20.64 13.01 15.11
H -19.69 14.37 14.93
H -17.56 11.61 16.79
H -18.05 13.25 16.87
H -19.25 11.87 16.92
H -18.23 10.19 14.99
H -19.99 10.74 14.95
H -19.27 9.74 12.76
H -19.72 11.34 12.59
H -17.50 10.67 11.58
H -16.79 10.24 13.06
H -15.09 13.41 13.01
H -15.17 12.19 11.73
H -14.98 11.67 13.38
H -18.65 13.35 11.78
H -17.25 12.92 10.87
H -17.36 14.37 11.97
H -15.88 13.81 15.02
C -21.96 17.34 14.70
C -22.57 17.87 13.42
C -21.76 17.29 12.16
C -23.98 17.32 13.38
C -24.78 17.90 12.14
C -24.98 19.44 12.43
C -23.61 20.23 12.68
C -23.10 20.63 11.33
C -24.06 21.50 13.58
N -22.57 19.38 13.34
O -21.51 20.06 13.80
H -21.01 17.83 14.88
H -22.45 17.55 15.65
H -21.87 16.25 14.69
H -22.21 17.49 11.19
H -20.74 17.66 12.11
H -21.82 16.20 12.18
H -24.18 16.26 13.20
H -24.58 17.76 14.17
H -24.22 17.78 11.21
H -25.69 17.33 11.93
H -25.67 19.54 13.27
H -25.49 19.77 11.53
H -24.00 20.88 10.77
H -22.64 19.78 10.82
H -22.39 21.45 11.42
H -24.31 21.15 14.58
H -24.99 21.86 13.15
H -23.30 22.29 13.58
H -21.75 20.26 14.71
C -26.02 15.85 18.38
C -25.69 14.98 17.15
C -26.50 15.66 15.96
C -24.18 15.14 16.71
C -23.30 14.29 17.57
C -23.68 12.85 17.67
C -25.23 12.60 18.05
C -25.65 11.15 17.66
C -25.36 12.85 19.61
N -26.01 13.52 17.22
O -27.41 13.37 17.38
H -26.19 16.91 18.16
H -26.89 15.43 18.88
H -25.15 15.88 19.04
H -26.28 16.70 15.73
H -26.44 15.16 15.00
H -27.56 15.81 16.16
H -23.99 14.71 15.72
H -23.77 16.14 16.80
H -22.27 14.35 17.21
H -23.35 14.68 18.58
H -23.06 12.36 18.42
H -23.47 12.38 16.71
H -26.73 11.03 17.67
H -25.08 10.35 18.13
H -25.44 10.94 16.61
H -26.39 12.97 19.97
H -24.83 13.73 19.96
H -25.02 11.93 20.07
H -27.61 12.90 16.57
C -27.00 10.12 10.48
C -26.32 11.33 11.14
C -26.34 12.58 10.21
C -27.33 11.63 12.30
C -26.73 12.37 13.44
C -25.40 11.68 13.84
C -24.33 11.50 12.71
C -23.75 12.90 12.45
C -23.19 10.54 13.20
N -24.95 10.93 11.57
O -24.18 10.63 10.45
H -28.08 10.07 10.54
H -26.76 10.02 9.42
H -26.73 9.19 10.98
H -25.95 12.25 9.24
H -27.38 12.79 10.00
H -25.92 13.51 10.60
H -28.16 12.30 12.06
H -27.79 10.71 12.66
H -26.56 13.43 13.25
H -27.43 12.37 14.27
H -25.75 10.70 14.17
H -24.89 12.15 14.68
H -23.24 12.86 11.49
H -22.99 13.33 13.11
H -24.58 13.61 12.45
H -22.62 11.08 13.96
H -22.49 10.25 12.41
H -23.52 9.56 13.54
H -24.12 11.50 10.07
C -22.42 9.29 16.92
C -22.22 8.07 17.83
C -23.41 8.01 18.86
C -22.47 6.83 16.91
C -21.21 6.40 16.17
C -20.01 6.16 17.13
C -19.72 7.48 18.00
C -18.73 6.99 19.12
C -18.91 8.48 17.10
N -20.92 8.00 18.59
O -20.67 9.21 19.26
H -23.34 9.25 16.35
H -22.39 10.20 17.52
H -21.58 9.50 16.26
H -24.38 8.22 18.41
H -23.35 7.14 19.52
H -23.20 8.79 19.59
H -22.66 5.91 17.45
H -23.15 7.03 16.08
H -21.39 5.52 15.55
H -21.02 7.16 15.42
H -19.25 5.88 16.41
H -20.19 5.35 17.83
H -17.79 6.59 18.74
H -19.14 6.29 19.85
H -18.48 7.93 19.62
H -19.39 8.91 16.22
H -17.94 8.08 16.82
H -18.65 9.37 17.68
H -20.78 9.00 20.19
C -26.77 18.04 6.84
C -26.73 16.64 7.47
C -25.26 16.39 7.92
C -27.63 16.68 8.76
C -29.12 16.66 8.44
C -29.38 15.38 7.61
C -28.59 15.33 6.25
C -28.75 13.78 5.92
C -29.25 16.30 5.24
N -27.15 15.58 6.54
O -26.39 15.52 5.34
H -27.79 18.42 6.79
H -26.15 18.72 7.43
H -26.40 18.09 5.82
H -25.15 15.36 8.28
H -24.61 16.36 7.05
H -24.86 17.07 8.67
H -27.30 15.92 9.47
H -27.46 17.63 9.26
H -29.67 16.73 9.38
H -29.36 17.63 7.99
H -30.45 15.37 7.41
H -29.18 14.50 8.22
H -28.45 13.10 6.71
H -28.18 13.53 5.03
H -29.82 13.70 5.71
H -29.37 17.32 5.62
H -30.24 15.90 4.99
H -28.60 16.47 4.38
H -25.84 14.79 5.62
C -22.08 6.37 12.30
C -22.33 6.63 10.79
C -21.43 7.87 10.46
C -21.84 5.30 10.13
C -22.21 5.14 8.63
C -23.77 5.27 8.49
C -24.29 6.59 9.17
C -23.98 7.76 8.19
C -25.84 6.32 9.16
N -23.77 6.75 10.53
O -24.26 7.85 11.24
H -22.43 7.16 12.96
H -21.05 6.16 12.58
H -22.54 5.44 12.65
H -21.67 8.87 10.83
H -21.50 7.96 9.38
H -20.40 7.53 10.49
H -20.78 5.10 10.25
H -22.24 4.40 10.61
H -21.87 4.14 8.33
H -21.66 5.75 7.92
H -24.23 4.37 8.89
H -23.98 5.25 7.42
H -24.20 8.68 8.74
H -22.97 7.96 7.84
H -24.59 7.90 7.30
H -26.07 5.32 9.53
H -26.35 7.05 9.79
H -26.15 6.57 8.14
H -24.06 8.67 10.79
C -30.26 8.39 8.54
O -28.90 8.13 8.90
H -30.60 9.28 9.07
H -30.37 8.47 7.45
H -30.78 7.47 8.82
H -28.86 7.80 9.80
C -20.89 12.28 10.15
O -21.78 12.77 9.12
H -19.87 12.24 9.76
H -20.98 12.92 11.02
H -21.18 11.26 10.41
H -21.49 13.61 8.75
C -26.73 8.18 14.08
O -27.51 7.08 13.63
H -27.41 8.80 14.66
H -25.84 7.94 14.67
H -26.40 8.77 13.23
H -26.82 6.54 13.25
*
```

---

Q: What is the formula in the second record?
A: C40H64AsBrFN5O15PRbSeSi